Computed, not measured: C39H48OsP2Si as an isolated structure, with the ωB97M-V functional and the def2-TZVPD basis.

```
! wB97M-V def2-TZVPD RIJCOSX def2/J DEFGRID3
* xyz 2 5
Os 3.379 -0.118 0.090
C 1.762 0.899 1.629
C 3.127 1.029 1.943
C 3.661 0.308 3.166
C 4.225 -1.072 2.852
C 3.774 -1.655 1.542
C 2.411 -1.776 1.109
C 1.278 -1.574 2.088
C 0.872 -0.099 2.303
C 3.750 -1.148 -1.568
H 1.259 1.786 1.236
H 3.607 1.990 1.727
H 2.893 0.197 3.947
H 4.431 0.940 3.635
H 5.320 -1.011 2.862
H 3.955 -1.783 3.650
H 4.358 -2.541 1.256
H 2.226 -2.563 0.366
H 1.524 -2.029 3.063
H 0.431 -2.172 1.706
H -0.182 0.001 1.982
H 0.900 0.141 3.392
H 3.410 -0.616 -2.463
H 3.300 -2.157 -1.579
H 4.848 -1.218 -1.638
P 6.456 0.788 -0.199
P 6.964 -1.660 -0.271
C 6.818 0.213 1.487
C 7.300 -1.078 1.406
C 8.101 1.609 -0.633
C 9.091 1.928 0.311
C 10.273 2.574 -0.078
C 10.504 2.906 -1.415
C 9.542 2.557 -2.363
C 8.363 1.915 -1.983
C 5.483 2.291 -0.447
C 4.988 2.657 -1.715
C 4.251 3.840 -1.820
C 4.023 4.636 -0.683
C 4.608 4.293 0.544
C 5.397 3.155 0.650
C 8.592 -2.274 -0.920
C 9.651 -1.379 -1.182
C 10.869 -1.840 -1.673
C 11.086 -3.205 -1.872
C 10.051 -4.099 -1.611
C 8.809 -3.643 -1.161
C 6.087 -3.246 -0.159
C 5.538 -3.785 -1.345
C 4.811 -4.966 -1.295
C 4.656 -5.643 -0.083
C 5.285 -5.171 1.072
C 6.019 -3.984 1.036
H 6.693 0.812 2.389
H 7.877 -1.652 2.137
H 8.950 1.673 1.364
H 11.028 2.808 0.671
H 11.435 3.391 -1.714
H 9.727 2.780 -3.415
H 7.630 1.640 -2.740
H 5.155 1.995 -2.573
H 3.842 4.145 -2.784
H 3.396 5.525 -0.756
H 4.466 4.919 1.428
H 5.929 2.911 1.585
H 9.504 -0.313 -1.000
H 11.673 -1.129 -1.888
H 12.066 -3.568 -2.207
H 10.205 -5.171 -1.747
H 8.010 -4.361 -1.005
H 5.687 -3.259 -2.290
H 4.365 -5.366 -2.212
H 4.075 -6.565 -0.045
H 5.222 -5.734 2.004
H 6.488 -3.597 1.945
C -0.079 1.340 -3.036
Si 0.319 0.703 -1.297
C -0.769 1.737 -0.159
C -0.145 -1.109 -1.244
C 2.202 1.127 -1.040
H -1.168 1.393 -3.164
H 0.322 0.695 -3.830
H 0.322 2.349 -3.193
H -1.824 1.572 -0.422
H -0.678 1.527 0.910
H -0.545 2.801 -0.308
H -0.253 -1.493 -2.271
H 0.594 -1.739 -0.737
H -1.111 -1.221 -0.733
H 2.232 2.135 -0.577
H 2.665 1.257 -2.030
*
```

Calculated values
Total energy: -2576.98933 a.u.
<S²>: 6.035
HOMO (spin up / spin down): -12.9 / -14.0 eV
Lowest unoccupied orbital energy (spin up / spin down): -6.326 / -7.752 eV
Molecular weight: 797.08 g/mol
Frontier orbital gap (spin up / spin down): 6.53 / 6.28 eV